(1)
Below is a 2-piece molecular cluster, C6H12NO overall at a distorted geometry, with properties calculated with the ωB97M-V functional and the def2-TZVPD basis.

```
20
Properties=species:S:1:pos:R:3:lowdin_charge:R:1
C -3.574 0.322 -0.645 0.2793
C 2.123 1.515 0.168 -0.1132
C 2.466 0.578 -0.898 -0.0702
C 0.197 -0.509 1.747 0.0478
C -0.084 -1.530 -0.499 -0.0293
C 0.448 -0.563 0.461 -0.4235
N 1.355 0.362 -0.024 -0.0734
O -2.440 0.584 -0.117 0.1883
H -3.459 0.354 -1.709 0.1416
H 2.792 1.431 0.996 0.1019
H 1.708 2.550 0.126 0.1328
H 2.139 0.924 -1.804 0.0791
H 3.277 -0.119 -0.928 0.1199
H 0.550 0.225 2.418 0.0615
H -0.373 -1.289 2.143 0.0426
H -4.415 0.169 -0.040 0.1284
H 0.728 -2.073 -0.966 0.0961
H -0.632 -0.961 -1.265 0.0860
H -0.626 -2.241 0.102 0.0839
H -2.180 0.274 0.734 0.1204
```

## Properties
Max |F| ... 4.04 eV Å⁻¹
LUMO level ... -7.1 eV
Net charge ... +1
E ... -365.35707 hartree
Gap between HOMO and LUMO ... 3.94 eV

=====

(2)
Below is the molecule C15H23ClN4O4S, with properties calculated with the ωB97M-V functional and the def2-TZVPD basis.

```
48
Properties=species:S:1:pos:R:3:lowdin_charge:R:1
C -0.430 2.342 0.939 -0.0767
O -1.057 1.069 1.033 -0.1830
C -2.247 0.890 0.272 -0.4756
C -1.930 0.537 -1.192 -0.4246
O -2.808 0.462 -2.032 0.0837
N -0.631 0.268 -1.426 0.1011
C -0.151 -0.261 -2.687 -0.1108
C 1.367 -0.173 -2.727 -0.2836
C 1.924 -0.818 -3.987 -0.2122
O 1.380 -0.120 -5.097 -0.0482
N 1.904 -0.813 -1.536 0.1040
C 3.159 -0.566 -1.076 -0.4729
O 3.949 0.135 -1.676 0.0715
C 3.505 -1.223 0.257 -0.0353
C 2.370 -1.261 1.232 -0.3156
C 1.419 -2.280 1.439 -0.0389
C 0.597 -1.764 2.414 -0.6962
Cl -0.762 -2.446 3.191 0.7508
N 1.047 -0.542 2.738 -0.1929
C 0.507 0.376 3.721 -0.0219
N 2.130 -0.216 2.014 0.1450
C -2.983 -0.281 0.922 -0.1545
C -3.514 0.213 2.264 -0.4403
S -3.888 1.992 2.060 0.8751
C -3.224 2.055 0.370 -0.3852
H 0.580 2.217 1.328 0.0847
H -0.363 2.686 -0.097 0.1002
H -0.962 3.084 1.539 0.0884
H -0.014 0.285 -0.629 0.1229
H -0.469 -1.304 -2.812 0.1405
H -0.577 0.305 -3.512 0.1328
H 1.678 0.874 -2.714 0.1626
H 3.013 -0.748 -3.958 0.1209
H 1.635 -1.877 -4.007 0.1259
H 1.879 -0.346 -5.885 0.0902
H 1.314 -1.433 -1.005 0.1250
H 3.860 -2.235 0.051 0.1291
H 4.337 -0.656 0.669 0.1251
H 1.356 -3.255 0.985 0.1108
H 0.459 -0.103 4.697 0.0877
H 1.185 1.223 3.763 0.0943
H -0.484 0.708 3.418 0.0701
H -3.797 -0.578 0.261 0.1322
H -2.308 -1.130 1.047 0.1040
H -4.417 -0.319 2.556 0.0729
H -2.772 0.096 3.051 0.0455
H -2.760 3.023 0.194 0.0805
H -4.004 1.908 -0.373 0.0906
```

## Properties
Max |F| ... 0.14 eV Å⁻¹
LUMO level ... 0.5 eV
E ... -1963.77970 hartree
Gap between HOMO and LUMO ... 9.14 eV

=====

(3)
Below is an isolated ion of composition C3H9N2O and charge +1 at a distorted geometry, with properties calculated with the ωB97M-V functional and the def2-TZVPD basis.

```
15
Properties=species:S:1:pos:R:3:lowdin_charge:R:1
C -2.328 0.278 0.224 -0.0155
N -1.230 -0.050 -0.723 0.0548
C 0.070 -0.025 -0.485 -0.4667
O 0.970 0.038 -1.319 0.0741
C 0.487 -0.098 0.990 -0.0267
N 1.995 -0.151 0.901 0.1898
H -2.339 1.337 0.483 0.0981
H -3.221 0.109 -0.368 0.0983
H -2.256 -0.384 1.080 0.0887
H -1.486 0.009 -1.694 0.1580
H 0.204 0.751 1.604 0.1418
H 0.094 -1.021 1.404 0.1421
H 2.412 -0.954 1.348 0.1672
H 2.075 -0.151 -0.156 0.1236
H 2.438 0.695 1.254 0.1724
```

## Properties
Max |F| ... 1.17 eV Å⁻¹
LUMO level ... -3.5 eV
Net charge ... +1
E ... -304.22689 hartree
Gap between HOMO and LUMO ... 11.16 eV

=====

(4)
Below is C25H23IN6O2Se2W as an isolated structure at a distorted geometry, with properties calculated with the ωB97M-V functional and the def2-TZVPD basis.

```
60
Properties=species:S:1:pos:R:3:lowdin_charge:R:1
W -0.743 0.304 0.402 1.8210
C -2.540 -1.095 3.944 0.0619
C -1.492 -1.174 2.910 -0.2687
O -1.395 -0.162 2.050 -0.2269
C -0.569 -2.186 2.795 0.0904
C 0.511 -2.190 1.895 -0.1858
C 1.558 -3.223 2.015 0.0380
N 0.586 -1.224 0.930 -0.0732
N 1.733 -1.226 0.213 0.1314
C 1.932 -0.097 -0.408 -0.2858
O 0.925 0.826 -0.250 -0.2687
C 3.081 0.191 -1.199 -0.1507
C 3.156 1.381 -1.951 -0.0093
C 4.278 1.659 -2.697 -0.0155
C 5.353 0.769 -2.690 0.0267
C 5.296 -0.404 -1.938 -0.0067
C 4.173 -0.703 -1.201 0.0225
H -3.455 -0.642 3.561 0.1036
H -2.192 -0.465 4.772 0.1390
H -2.761 -2.079 4.354 0.1264
H -0.601 -2.985 3.524 0.1624
H 1.623 -3.602 3.033 0.1212
H 2.525 -2.861 1.679 0.0987
H 1.301 -4.079 1.376 0.1383
H 2.328 2.076 -1.937 0.0778
H 4.325 2.570 -3.278 0.1308
H 6.240 0.999 -3.266 0.1396
H 6.142 -1.079 -1.926 0.1355
H 4.125 -1.606 -0.608 0.1246
Se -0.542 2.185 -2.603 0.8843
Se -1.986 2.524 -0.771 0.8597
C -0.826 3.271 0.627 -0.5607
C -0.580 4.601 0.843 -0.0038
C 0.169 4.932 1.977 0.0576
C 0.617 3.924 2.821 0.0393
C 0.317 2.605 2.526 -0.0444
N -0.405 2.282 1.441 -0.1259
C -0.539 0.268 -2.758 -0.5887
C -0.318 -0.233 -4.031 -0.0399
C -0.195 -1.602 -4.206 0.0494
C -0.334 -2.438 -3.099 0.0183
C -0.597 -1.880 -1.874 -0.1289
N -0.697 -0.537 -1.680 -0.1274
H -0.964 5.358 0.172 0.1444
H 0.386 5.969 2.203 0.1533
H 1.197 4.151 3.705 0.1474
H 0.639 1.793 3.165 0.1410
H -0.257 0.447 -4.872 0.1350
H -0.016 -2.014 -5.191 0.1524
H -0.242 -3.511 -3.199 0.1441
H -0.751 -2.502 -1.001 0.1201
I -6.947 -0.076 1.294 1.0445
C -5.122 -0.525 0.409 -0.7179
C -4.852 -1.460 -0.588 -0.0463
N -3.543 -1.429 -0.835 0.0384
N -2.905 -0.526 -0.061 -0.1344
C -3.883 0.019 0.707 -0.2320
H -5.525 -2.114 -1.122 0.1582
H -3.061 -1.975 -1.531 0.1557
H -3.683 0.797 1.427 0.1085
```

## Properties
Max |F| ... 2.05 eV Å⁻¹
LUMO level (alpha / beta) ... -14.6 / -14.6 eV
Net charge ... +4
E ... -6611.61948 hartree
Gap between HOMO and LUMO (alpha / beta) ... 4.08 / 4.09 eV

=====

(5)
Below is the molecule C4H7NO, with properties calculated with the ωB97M-V functional and the def2-TZVPD basis.

```
13
Properties=species:S:1:pos:R:3:lowdin_charge:R:1
O 2.013 0.605 0.111 -0.0329
C 0.811 0.250 -0.552 -0.3610
C -0.254 1.301 -0.287 -0.1215
N -1.259 0.936 0.395 0.0493
C -1.272 -0.527 0.412 -0.2143
C 0.129 -1.024 -0.009 -0.1103
H 1.788 0.755 1.040 0.0970
H 1.085 0.175 -1.609 0.1435
H -0.194 2.324 -0.650 0.1147
H -2.012 -0.764 -0.360 0.1117
H -1.650 -0.909 1.362 0.1037
H 0.692 -1.417 0.845 0.1119
H 0.091 -1.820 -0.759 0.1082
```

## Properties
Max |F| ... 0.59 eV Å⁻¹
LUMO level ... 1.0 eV
E ... -286.57998 hartree
Gap between HOMO and LUMO ... 10.86 eV

=====

(6)
Below is the molecule C5H7NO, with properties calculated with the ωB97M-V functional and the def2-TZVPD basis.

```
14
Properties=species:S:1:pos:R:3:lowdin_charge:R:1
C 0.054 1.056 1.503 -0.0440
C 0.511 0.265 0.317 -0.2208
C 1.734 0.008 -0.211 -0.0767
O 1.632 -0.755 -1.333 -0.0080
C 0.314 -1.006 -1.525 -0.0694
C -0.422 -0.404 -0.552 -0.2877
N -1.818 -0.333 -0.320 0.0708
H 0.276 2.123 1.398 0.0787
H 0.491 0.701 2.442 0.0771
H -1.035 0.952 1.561 0.0636
H 2.742 0.286 0.059 0.1264
H 0.069 -1.610 -2.388 0.1246
H -2.178 -1.128 0.193 0.0868
H -2.371 -0.154 -1.145 0.0787
```

## Properties
Max |F| ... 0.27 eV Å⁻¹
LUMO level ... 1.0 eV
E ... -324.68959 hartree
Gap between HOMO and LUMO ... 9.48 eV